Density functional theory data (wB97M-V/def2-TZVPD) for a cluster of 2 separate species, C2H5OPS2 in total.

Computed properties:
Calculated total energy: -1292.04663 hartree
E_HOMO (alpha / beta): -8.501 / -8.862 eV
ΔE to the lowest compared entry with this formula, charge and spin: 88.9 kcal per mole
HOMO-LUMO gap (alpha / beta): 6.165 / 8.408 eV
LUMO (alpha / beta): -2.3 / -0.5 eV

Geometry (Å):
C  -0.82064  -0.89288  -0.08840
C  0.35578  -1.28343  0.29702
O  1.96764  1.94130  0.98228
P  1.72668  1.34855  -0.50949
S  2.87979  2.35823  -1.72392
S  -0.17334  2.26291  -0.88476
H  -1.73611  -1.42224  -0.07428
H  -0.84550  0.06760  -0.47881
H  0.82468  -2.14617  0.90410
H  2.84856  2.17883  1.29264
H  -0.09775  2.88800  -2.12219


Density functional theory data (wB97M-V/def2-TZVPD) for a cluster of 2 separate species, C2H5OS in total.

Computed properties:
Calculated total energy: -552.64538 hartree
Charge: -1
E_HOMO: -3.114 eV
ΔE to the lowest compared entry with this formula, charge and spin: 7.5 kcal per mole
HOMO-LUMO gap: 7.344 eV
LUMO: 4.2 eV

Geometry (Å):
S  2.33514  -1.49733  0.25168
H  2.54527  -0.55388  1.18895
C  -1.07679  0.46937  0.58123
C  -0.90254  0.38137  -0.74350
O  0.05567  -0.29565  -1.38397
H  -1.99426  0.89427  0.96960
H  -0.31277  0.17736  1.28836
H  -1.41303  1.05783  -1.42742
H  0.76330  -0.63334  -0.72493


Density functional theory data (wB97M-V/def2-TZVPD) for an isolated molecule of C2H5PS2.

Computed properties:
Calculated total energy: -1216.86888 hartree
E_HOMO: -8.723 eV
ΔE to the lowest compared entry with this formula, charge and spin: 32.5 kcal per mole
HOMO-LUMO gap: 8.330 eV
LUMO: -0.4 eV

Geometry (Å):
C  1.81554  0.68580  -0.32493
S  0.80727  -0.77454  -0.20907
C  -0.71741  -0.00310  0.20071
P  -2.27555  -1.04917  -0.26031
S  -0.84260  1.47536  0.92884
H  2.35237  0.58865  -1.23414
H  2.31664  0.93747  0.62555
H  1.23732  1.51662  -0.37791
H  -1.82145  -2.43812  -0.26680
H  -2.87213  -0.93897  0.91806


Density functional theory data (wB97M-V/def2-TZVPD) for a structure of composition C2H6AlO3Rb.

Computed properties:
Calculated total energy: -572.09684 hartree
E_HOMO: -8.303 eV
HOMO-LUMO gap: 7.369 eV
LUMO: -0.9 eV

Geometry (Å):
O  1.65769  0.81401  0.90717
C  0.90608  0.53116  -0.30125
C  0.44936  -0.94097  -0.36062
O  -0.85866  -1.07640  0.12467
Al  -1.74314  0.45045  -0.31519
O  -0.19037  1.33037  -0.35495
H  1.06504  1.45838  1.33006
H  1.57986  0.69552  -1.15599
H  1.12918  -1.57524  0.18513
H  0.49383  -1.26298  -1.41371
H  -2.71253  0.86369  0.89832
H  -2.37254  0.48361  -1.78713
Rb  0.59621  -1.77161  2.24349


Density functional theory data (wB97M-V/def2-TZVPD) for an isolated molecule of C2H6BF.

Computed properties:
Calculated total energy: -204.47261 hartree
E_HOMO: -10.887 eV
ΔE to the lowest compared entry with this formula, charge and spin: 0.0 kcal per mole
HOMO-LUMO gap: 11.523 eV
LUMO: 0.6 eV

Geometry (Å):
C  -0.39451  1.16628  -0.15612
B  -0.46389  -0.36611  0.15134
C  0.83921  -1.18469  -0.21329
F  1.88932  -0.53986  -0.89420
H  -0.08491  1.69392  0.68533
H  -1.41485  1.60911  -0.33845
H  0.25035  1.59112  -0.91154
H  -1.26674  -0.78565  0.75664
H  0.82794  -2.17245  -0.65906
H  1.10990  -1.36115  0.87631


Density functional theory data (wB97M-V/def2-TZVPD) for a structure of composition C2H6BiO2.

Computed properties:
Calculated total energy: -443.80085 hartree
Spin multiplicity: 2
Charge: +2
<S²>: 0.76
E_HOMO (alpha / beta): -19.691 / -19.727 eV
ΔE to the lowest compared entry with this formula, charge and spin: 75.1 kcal per mole
HOMO-LUMO gap (alpha / beta): 7.723 / 7.282 eV
LUMO (alpha / beta): -12.0 / -12.4 eV

Geometry (Å):
O  2.57207  -0.55944  1.01938
Bi  2.04065  0.99520  2.00118
C  0.03338  -0.11281  -0.04096
C  -0.86102  -0.87303  -0.98394
H  0.77586  0.29655  -0.74666
H  -1.10225  -0.27387  0.50008
H  -0.33650  -1.06769  -1.92802
H  -1.23414  -1.78501  -0.49029
H  -1.52339  0.23763  -1.07525
O  -0.01533  1.14826  1.02838
H  -0.34934  1.99420  0.71611


Density functional theory data (wB97M-V/def2-TZVPD) for the ion C2H6Br2N with charge +1.

Computed properties:
Calculated total energy: -5282.27308 hartree
Charge: +1
E_HOMO: -14.860 eV
ΔE to the lowest compared entry with this formula, charge and spin: 18.8 kcal per mole
HOMO-LUMO gap: 10.841 eV
LUMO: -4.0 eV

Geometry (Å):
N  -0.19175  -0.62612  -1.09734
C  -0.22336  -0.48953  0.29737
Br  1.10709  -1.82101  1.07587
C  0.23131  1.11532  0.93733
Br  -0.25017  2.38734  -0.42941
H  0.79191  -0.67724  -1.45460
H  -0.48967  -1.48439  -1.49732
H  -0.74807  0.14595  -1.35060
H  -1.21140  -0.98775  0.60211
H  1.27312  1.16253  1.02979
H  -0.28901  1.27490  1.88680


Density functional theory data (wB97M-V/def2-TZVPD) for a structure of composition C2H6BrMnO.

Computed properties:
Calculated total energy: -3879.71582 hartree
Spin multiplicity: 6
Charge: +1
<S²>: 8.76
E_HOMO (alpha / beta): -12.485 / -12.485 eV
ΔE to the lowest compared entry with this formula, charge and spin: 7.7 kcal per mole
HOMO-LUMO gap (alpha / beta): 4.285 / 4.305 eV
LUMO (alpha / beta): -8.2 / -8.2 eV

Geometry (Å):
Mn  2.55211  -23.61232  15.26666
Br  2.52018  -21.69364  13.63857
C  -0.18947  -17.08590  13.84699
C  0.40842  -18.32307  14.50908
O  1.82250  -18.25407  14.45028
H  0.31668  -16.18541  14.19173
H  -1.25788  -17.04172  14.04274
H  -0.00702  -17.11271  12.76954
H  0.01153  -19.23325  14.04690
H  0.05984  -18.33655  15.55168
H  2.18328  -19.13511  14.32847


Density functional theory data (wB97M-V/def2-TZVPD) for a cluster of 2 separate species, C2H6BrN in total.

Computed properties:
Calculated total energy: -2708.47350 hartree
E_HOMO: -8.988 eV
ΔE to the lowest compared entry with this formula, charge and spin: 36.5 kcal per mole
HOMO-LUMO gap: 9.162 eV
LUMO: 0.2 eV

Geometry (Å):
C  -0.14726  -1.27211  0.09885
C  -0.25572  1.13923  -0.08321
N  -0.89096  -0.07189  -0.32532
Br  -2.67806  -0.03231  0.47523
H  0.90450  -0.93514  0.10451
H  -0.41254  -1.65724  1.03490
H  -0.34070  -1.99606  -0.71159
H  0.80867  1.00316  -0.30002
H  -0.62706  1.96641  -0.65724
H  -0.43787  1.56945  1.28744


Density functional theory data (wB97M-V/def2-TZVPD) for the ion C2H6Cl2N6 with charge +2.

Computed properties:
Calculated total energy: -1327.92509 hartree
Spin multiplicity: 3
Charge: +2
<S²>: 2.01
E_HOMO (alpha / beta): -15.585 / -19.180 eV
HOMO-LUMO gap (alpha / beta): 8.039 / 7.395 eV
LUMO (alpha / beta): -7.5 / -11.8 eV

Geometry (Å):
C  2.87596  0.23992  -0.05659
C  -2.84355  -0.33125  -0.05961
N  0.45489  0.34132  -0.11981
N  -0.57584  -0.42696  -0.17878
N  1.62776  -0.31284  -0.16205
N  -1.67165  0.34765  -0.14022
N  2.84062  1.57367  0.05516
N  -2.75802  -1.66046  0.11765
Cl  4.29393  -0.58136  0.00006
Cl  -4.27897  0.54094  -0.01637
H  1.51967  -1.29418  -0.13387
H  -1.64191  1.42097  -0.00482
H  1.95071  2.20185  -0.06429
H  3.60849  2.10429  0.34146
H  -1.76769  -1.91536  0.23442
H  -3.63440  -2.24821  0.18765


Density functional theory data (wB97M-V/def2-TZVPD) for a cluster of 2 separate species, C2H6ClFN2O2S in total.

Computed properties:
Calculated total energy: -1297.89001 hartree
E_HOMO (alpha / beta): -9.546 / -9.546 eV
ΔE to the lowest compared entry with this formula, charge and spin: 52.9 kcal per mole
HOMO-LUMO gap (alpha / beta): 6.961 / 6.961 eV
LUMO (alpha / beta): -2.6 / -2.6 eV

Geometry (Å):
C  -0.64760  -0.55576  -1.20554
C  0.58871  -0.79733  -0.39253
N  -1.47209  0.27840  -0.49039
N  2.23187  0.39171  1.25466
O  0.64285  1.78989  -0.19764
O  2.53854  0.60803  -1.29179
F  -0.30128  -0.32889  1.85008
S  1.56454  0.69902  -0.18296
Cl  1.40062  -2.17566  -0.04453
H  -1.10047  -1.45897  -1.46398
H  -0.20263  -0.21844  -2.28142
H  -1.33417  0.22827  0.59890
H  -1.52014  1.30468  -0.70330
H  1.39342  0.32832  1.86642
H  2.78301  1.13295  1.54538


Density functional theory data (wB97M-V/def2-TZVPD) for an isolated molecule of C2H6ClFNOP.

Computed properties:
Calculated total energy: -1111.05927 hartree
Spin multiplicity: 3
<S²>: 2.01
E_HOMO (alpha / beta): -5.302 / -10.047 eV
ΔE to the lowest compared entry with this formula, charge and spin: 15.9 kcal per mole
HOMO-LUMO gap (alpha / beta): 5.994 / 6.181 eV
LUMO (alpha / beta): 0.7 / -3.9 eV

Geometry (Å):
C  0.47359  -0.46290  0.92788
C  -0.62826  0.16925  -1.07471
N  -0.82631  -0.18773  0.37625
O  1.28201  0.66912  0.87930
F  -2.01974  -0.05395  2.42742
P  -2.32896  -0.57638  0.89922
Cl  -2.09279  -2.57250  1.46202
H  0.44235  -1.02988  1.89061
H  1.00043  -1.15337  0.21343
H  0.78497  1.35212  1.37172
H  -0.25173  -0.72476  -1.76073
H  -1.62211  0.54211  -1.32338
H  0.00995  1.04028  -1.36427


Copy entry 10 word for word.
Density functional theory data (wB97M-V/def2-TZVPD) for the ion C2H6Cl2N6 with charge +2.

Computed properties:
Calculated total energy: -1327.92509 hartree
Spin multiplicity: 3
Charge: +2
<S²>: 2.01
E_HOMO (alpha / beta): -15.585 / -19.180 eV
HOMO-LUMO gap (alpha / beta): 8.039 / 7.395 eV
LUMO (alpha / beta): -7.5 / -11.8 eV

Geometry (Å):
C  2.87596  0.23992  -0.05659
C  -2.84355  -0.33125  -0.05961
N  0.45489  0.34132  -0.11981
N  -0.57584  -0.42696  -0.17878
N  1.62776  -0.31284  -0.16205
N  -1.67165  0.34765  -0.14022
N  2.84062  1.57367  0.05516
N  -2.75802  -1.66046  0.11765
Cl  4.29393  -0.58136  0.00006
Cl  -4.27897  0.54094  -0.01637
H  1.51967  -1.29418  -0.13387
H  -1.64191  1.42097  -0.00482
H  1.95071  2.20185  -0.06429
H  3.60849  2.10429  0.34146
H  -1.76769  -1.91536  0.23442
H  -3.63440  -2.24821  0.18765


- What is the formula in the eleventh record?
  C2H6ClFN2O2S